No. 1
Density functional theory data (ωB97M-V with the def2-TZVPD basis set) for CH2INO in the gas phase in a non-equilibrium geometry.

Results
Orbital gap in eV: 9.80
SMILES string: NC(=O)I
Energy in a.u.: -466.9626
Strongest force on any atom in eV/A: 9.22

Last column: Löwdin charge in e.
Cartesian coordinates (Å):
N: 0.73 0.22 0.25  0.077
C: -0.53 -0.04 0.03  -0.892
O: -1.67 0.29 0.80  -0.228
I: -0.98 -1.12 -1.74  0.834
H: 1.02 0.74 1.07  0.125
H: 1.42 -0.09 -0.42  0.084


No. 2
Density functional theory data (ωB97M-V with the def2-TZVPD basis set) for C7H9N in the gas phase in a non-equilibrium geometry.

Results
Orbital gap in eV: 8.62
SMILES string: C=Cc1cc(C)c[nH]1
Energy in a.u.: -326.8086
Strongest force on any atom in eV/A: 4.64

Last column: Löwdin charge in e.
Cartesian coordinates (Å):
C: 0.99 2.16 2.23  0.018
C: -0.02 1.77 1.46  -0.142
C: -0.01 0.80 0.36  -0.271
C: -0.09 -0.64 0.52  -0.019
C: -0.17 -1.24 -0.72  -0.345
C: -0.68 -2.51 -1.20  -0.080
C: 0.20 -0.20 -1.67  -0.057
N: 0.23 1.02 -0.96  0.058
H: 1.02 2.84 3.07  0.049
H: 2.03 1.95 1.92  0.072
H: -1.04 2.07 1.70  0.097
H: 0.04 -1.08 1.53  0.119
H: -0.78 -3.32 -0.42  0.092
H: -1.74 -2.14 -1.50  0.119
H: -0.17 -2.89 -2.06  0.061
H: 0.20 -0.35 -2.75  0.110
H: -0.01 1.79 -1.50  0.118


No. 3
Density functional theory data (ωB97M-V with the def2-TZVPD basis set) for 2 unconnected molecules or ions with the total composition C5H12O2 in a non-equilibrium geometry.

Results
Orbital gap in eV: 11.29
SMILES string: CC(C)C(=O)O.C
Energy in a.u.: -348.1950
Strongest force on any atom in eV/A: 1.81

Last column: Löwdin charge in e.
Cartesian coordinates (Å):
C: -0.96 -1.52 -1.17  -0.060
C: -0.11 -0.90 -0.06  -0.326
C: 0.86 -1.93 0.53  -0.073
C: 0.67 0.35 -0.57  -0.519
O: 0.53 0.89 -1.65  0.083
O: 1.74 0.66 0.20  0.081
H: -0.97 -2.61 -1.13  0.075
H: -0.61 -1.25 -2.17  0.080
H: -2.00 -1.19 -1.08  0.082
H: -0.78 -0.57 0.75  0.129
H: 1.23 -1.58 1.50  0.081
H: 0.36 -2.89 0.71  0.080
H: 1.72 -2.09 -0.13  0.092
H: 2.15 1.41 -0.26  0.136
C: -0.77 2.65 0.92  -0.028
H: -0.95 1.56 0.69  0.017
H: -1.63 3.24 0.59  0.025
H: 0.10 2.99 0.35  0.019
H: -0.59 2.78 1.99  0.026


No. 4
Density functional theory data (ωB97M-V with the def2-TZVPD basis set) for C18H34N2O6 in the gas phase.

Results
Orbital gap in eV: 10.27
SMILES string: CC(C)(C)OC(=O)NCCCC(CCCNC(=O)OC(C)(C)C)C(=O)O
Energy in a.u.: -1267.3433
Strongest force on any atom in eV/A: 0.71

Last column: Löwdin charge in e.
Cartesian coordinates (Å):
C: -7.36 -1.38 -0.90  -0.026
C: -6.77 -0.34 0.05  -0.578
C: -7.68 0.88 0.14  -0.021
C: -6.54 -0.95 1.43  -0.022
O: -5.50 0.01 -0.55  0.027
C: -4.70 0.93 0.03  -0.565
O: -4.91 1.52 1.07  0.089
N: -3.62 1.13 -0.75  0.079
C: -2.49 1.93 -0.31  -0.176
C: -1.39 1.09 0.34  -0.165
C: -0.73 0.12 -0.63  -0.163
C: 0.37 -0.70 0.05  -0.233
C: 0.99 -1.71 -0.94  -0.155
C: 1.70 -2.89 -0.28  -0.169
C: 2.92 -2.53 0.59  -0.170
N: 3.88 -1.73 -0.13  0.099
C: 4.50 -0.64 0.38  -0.564
O: 4.32 -0.21 1.50  0.065
O: 5.35 -0.15 -0.53  0.041
C: 6.11 1.05 -0.25  -0.566
C: 5.19 2.21 0.13  -0.021
C: 6.82 1.35 -1.58  -0.024
C: 7.13 0.78 0.85  -0.018
C: 1.48 0.23 0.50  -0.537
O: 2.12 0.92 -0.25  0.118
O: 1.68 0.18 1.81  0.111
H: -8.32 -1.72 -0.54  0.087
H: -6.69 -2.23 -0.98  0.085
H: -7.48 -0.95 -1.89  0.085
H: -7.25 1.62 0.81  0.079
H: -7.80 1.33 -0.85  0.091
H: -8.66 0.59 0.51  0.089
H: -5.87 -1.80 1.36  0.090
H: -7.49 -1.29 1.84  0.088
H: -6.11 -0.21 2.10  0.078
H: -3.51 0.54 -1.56  0.142
H: -2.09 2.47 -1.17  0.124
H: -2.89 2.64 0.41  0.121
H: -0.64 1.77 0.74  0.119
H: -1.82 0.54 1.18  0.126
H: -1.48 -0.57 -1.03  0.113
H: -0.29 0.67 -1.46  0.129
H: -0.03 -1.22 0.92  0.153
H: 0.19 -2.12 -1.56  0.116
H: 1.68 -1.17 -1.59  0.119
H: 1.00 -3.44 0.36  0.116
H: 2.03 -3.57 -1.07  0.110
H: 2.62 -1.96 1.47  0.115
H: 3.39 -3.46 0.93  0.124
H: 4.14 -2.01 -1.06  0.157
H: 4.85 2.11 1.15  0.080
H: 5.72 3.15 0.03  0.088
H: 4.32 2.22 -0.52  0.082
H: 7.40 0.48 -1.89  0.085
H: 6.08 1.56 -2.35  0.088
H: 7.48 2.20 -1.47  0.087
H: 7.72 1.67 1.04  0.090
H: 7.79 -0.04 0.56  0.089
H: 6.62 0.50 1.77  0.079
H: 2.55 0.56 2.04  0.120


Repeat the third record exactly.
Density functional theory data (ωB97M-V with the def2-TZVPD basis set) for 2 unconnected molecules or ions with the total composition C5H12O2 in a non-equilibrium geometry.

Results
Orbital gap in eV: 11.29
SMILES string: CC(C)C(=O)O.C
Energy in a.u.: -348.1950
Strongest force on any atom in eV/A: 1.81

Last column: Löwdin charge in e.
Cartesian coordinates (Å):
C: -0.96 -1.52 -1.17  -0.060
C: -0.11 -0.90 -0.06  -0.326
C: 0.86 -1.93 0.53  -0.073
C: 0.67 0.35 -0.57  -0.519
O: 0.53 0.89 -1.65  0.083
O: 1.74 0.66 0.20  0.081
H: -0.97 -2.61 -1.13  0.075
H: -0.61 -1.25 -2.17  0.080
H: -2.00 -1.19 -1.08  0.082
H: -0.78 -0.57 0.75  0.129
H: 1.23 -1.58 1.50  0.081
H: 0.36 -2.89 0.71  0.080
H: 1.72 -2.09 -0.13  0.092
H: 2.15 1.41 -0.26  0.136
C: -0.77 2.65 0.92  -0.028
H: -0.95 1.56 0.69  0.017
H: -1.63 3.24 0.59  0.025
H: 0.10 2.99 0.35  0.019
H: -0.59 2.78 1.99  0.026


- Look up the energy of the fourth one.
  -1267.3433 a.u.


- Which of these has the lowest energy?
  C18H34N2O6